No. 1
{
  "formula": "C4H5FN2",
  "method": "the ωB97M-V functional and the def2-TZVPD basis",
  "elements": ["C", "C", "C", "C", "N", "N", "F", "H", "H", "H", "H", "H"],
  "coordinates": [[-2.349, -0.206, 0.089], [1.513, 0.199, -0.101], [-1.151, -0.488, 0.766], [0.280, 0.762, -0.608], [-3.353, 0.018, -0.405], [1.929, -0.925, -0.623], [-0.024, 1.993, -0.130], [2.042, 0.800, 0.577], [-1.003, -0.131, 1.687], [-0.618, -1.320, 0.429], [-0.030, 0.337, -1.464], [2.765, -1.038, -0.218]],
  "nbo_charge": [0.183, -0.059, -0.350, 0.279, -0.270, -0.572, -0.311, 0.175, 0.207, 0.222, 0.175, 0.321],
  "homo_energy_ev": [-7.774, -11.170],
  "multiplicity": 3,
  "e_above_lowest_kj_mol": 51.4,
  "homo_lumo_gap_ev": [8.6, 8.7]
}

=====

No. 2
{
  "formula": "C4H5FO",
  "method": "the ωB97M-V functional and the def2-TZVPD basis",
  "elements": ["C", "C", "H", "F", "C", "C", "O", "H", "H", "H", "H"],
  "coordinates": [[0.206, 0.009, 0.776], [0.375, -0.722, 1.773], [0.936, -0.974, 2.693], [-1.478, -1.722, 2.290], [0.188, 0.456, -1.661], [-0.641, 0.268, -0.420], [1.519, 0.683, -1.501], [-0.230, 0.928, -2.553], [-1.235, 1.182, -0.247], [-1.376, -0.543, -0.575], [1.737, 0.436, -0.574]],
  "nbo_charge": [-0.276, 0.000, 0.207, -0.859, 0.100, -0.546, -0.708, 0.132, 0.211, 0.241, 0.498],
  "homo_energy_ev": [-3.248, -3.596],
  "multiplicity": 2,
  "charge": -1,
  "homo_lumo_gap_ev": [7.2, 7.5]
}

=====

No. 3
{
  "formula": "C4H5FO2",
  "method": "the ωB97M-V functional and the def2-TZVPD basis",
  "elements": ["C", "C", "C", "O", "C", "O", "F", "H", "H", "H", "H", "H"],
  "coordinates": [[-0.658, -0.397, 0.013], [0.750, 0.134, 0.174], [1.853, -1.235, 0.128], [2.377, -1.601, 1.109], [1.942, -1.910, -1.186], [1.211, -2.747, -1.570], [2.724, -1.201, -2.046], [-1.142, -0.608, 0.897], [-0.632, -1.284, -0.570], [-1.242, 0.409, -0.448], [0.974, 0.574, 1.127], [0.997, 0.798, -0.756]],
  "nbo_charge": [-0.626, -0.444, 0.488, -0.467, 0.767, -0.482, -0.331, 0.215, 0.219, 0.216, 0.227, 0.218],
  "homo_energy_ev": -10.060,
  "e_above_lowest_kj_mol": 114.5,
  "smiles": "CCC(=O)C(=O)F",
  "homo_lumo_gap_ev": 10.6
}

=====

No. 4
{
  "formula": "C4H5FO2",
  "method": "the ωB97M-V functional and the def2-TZVPD basis",
  "elements": ["O", "C", "O", "C", "C", "C", "F", "H", "H", "H", "H", "H"],
  "coordinates": [[-3.101, -0.253, 0.025], [-1.924, -0.435, -0.088], [-1.242, -1.560, 0.097], [-0.922, 0.797, -0.032], [0.425, 0.902, -0.017], [1.701, -0.086, 0.084], [1.325, -1.342, -0.072], [-0.201, -1.547, -0.394], [-1.562, 1.522, 0.156], [0.883, 1.933, -0.035], [2.308, 0.229, -0.749], [2.309, -0.161, 1.027]],
  "nbo_charge": [-0.554, 0.776, -0.707, -0.292, -0.220, 0.028, -0.341, 0.519, 0.211, 0.209, 0.175, 0.198],
  "homo_energy_ev": -10.159,
  "e_above_lowest_kj_mol": 250.2,
  "smiles": "O=C(O)/C=C\\CF",
  "homo_lumo_gap_ev": 10.6
}

=====

No. 5
{
  "formula": "C4H5GdO2",
  "method": "the ωB97M-V functional and the def2-TZVPD basis",
  "elements": ["H", "O", "C", "C", "C", "H", "H", "H", "C", "O", "Gd", "H"],
  "coordinates": [[-4.266, -1.924, 1.550], [-3.720, -1.136, 1.620], [-2.658, -1.234, 0.694], [-1.843, -0.016, 0.750], [-1.069, 0.905, 0.907], [-3.036, -1.357, -0.335], [-2.013, -2.102, 0.914], [-0.330, 1.671, 1.061], [-2.198, 2.961, -1.997], [-1.957, 2.004, -2.783], [-1.267, 3.894, -3.964], [-2.920, 2.754, -1.172]],
  "mulliken_spin": [-0.004, 0.222, 0.005, 0.346, 0.242, 0.087, 0.092, -0.027, -0.261, -0.016, 6.320, -0.007],
  "homo_energy_ev": [-16.283, -15.252],
  "multiplicity": 8,
  "e_above_lowest_kj_mol": 242.5,
  "charge": 2,
  "homo_lumo_gap_ev": [8.2, 2.9]
}

=====

No. 6
{
  "formula": "C4H5GdO2",
  "method": "the ωB97M-V functional and the def2-TZVPD basis",
  "elements": ["O", "C", "C", "C", "C", "O", "Gd", "H", "H", "H", "H", "H"],
  "coordinates": [[-2.766, 1.104, -0.319], [-1.689, 1.013, 0.279], [-1.151, -0.374, 0.355], [0.343, -0.493, 0.343], [1.124, -0.156, -0.699], [2.443, -0.245, -0.755], [4.503, -0.418, 0.308], [-0.924, 1.807, 0.129], [-1.569, -0.805, 1.280], [0.819, -0.901, 1.241], [0.663, 0.255, -1.611], [-1.796, -0.787, -0.552]],
  "mulliken_spin": [0.068, 0.045, 0.031, 0.305, 0.362, 0.281, 5.803, 0.005, -0.001, 0.032, 0.012, 0.056],
  "homo_energy_ev": [-16.683, -16.373],
  "multiplicity": 8,
  "e_above_lowest_kj_mol": 0.0,
  "charge": 2,
  "homo_lumo_gap_ev": [6.4, 5.3]
}

=====

No. 7
{
  "formula": "C4H5HgLiO2",
  "method": "the ωB97M-V functional and the def2-TZVPD basis",
  "elements": ["C", "C", "C", "C", "O", "O", "Hg", "Li", "H", "H", "H", "H", "H"],
  "coordinates": [[1.257, -1.042, 0.674], [1.244, 0.409, 0.319], [0.133, 0.797, -0.515], [-1.105, 0.213, -0.730], [-2.065, 0.725, -1.427], [0.586, -1.392, 1.748], [-0.876, -0.248, 2.615], [-3.519, 0.549, -2.383], [1.178, -1.731, -0.195], [2.458, -0.398, 0.359], [1.701, 1.184, 0.941], [0.271, 1.764, -1.014], [-1.263, -0.830, -0.391]],
  "nbo_charge": [-0.053, -0.433, -0.343, 0.188, -0.993, -0.788, 0.547, 0.967, 0.155, 0.237, 0.203, 0.192, 0.123],
  "homo_energy_ev": [-5.240, -7.089],
  "multiplicity": 3,
  "e_above_lowest_kj_mol": 205.4,
  "homo_lumo_gap_ev": [4.0, 5.7]
}

=====

No. 8
{
  "formula": "C4H5I",
  "method": "the ωB97M-V functional and the def2-TZVPD basis",
  "elements": ["C", "C", "C", "C", "I", "H", "H", "H", "H", "H"],
  "coordinates": [[-1.692, -2.199, 0.083], [-1.682, -0.895, 0.140], [-0.499, -0.205, 0.483], [0.007, 0.989, -0.234], [-3.175, 0.290, -0.862], [-0.856, -2.638, 0.534], [0.305, -0.498, 1.150], [-0.055, 1.832, 0.517], [-0.598, 1.417, -0.999], [1.032, 0.640, -0.673]],
  "nbo_charge": [-0.134, -0.331, 0.008, -0.700, 0.057, 0.150, 0.213, 0.256, 0.241, 0.241],
  "homo_energy_ev": [-8.801, -8.085],
  "e_above_lowest_kj_mol": 339.8,
  "homo_lumo_gap_ev": [7.9, 6.9]
}

=====

No. 9
{
  "formula": "C4H5IN2O2",
  "method": "the ωB97M-V functional and the def2-TZVPD basis",
  "elements": ["O", "C", "N", "C", "O", "C", "C", "N", "I", "H", "H", "H", "H", "H"],
  "coordinates": [[2.081, 0.116, -0.298], [1.575, -0.277, -1.290], [0.264, -0.325, -1.596], [-0.833, 0.176, -0.950], [-1.921, 0.013, -1.445], [-0.457, 1.096, 0.234], [-0.483, 0.686, 1.493], [-0.898, -0.537, 1.809], [-0.007, -1.686, 3.245], [2.207, -0.668, -2.286], [0.126, -0.839, -2.454], [-0.306, 2.163, 0.133], [-0.156, 1.314, 2.225], [-1.191, -1.231, 1.180]],
  "nbo_charge": [-0.538, 0.566, -0.662, 0.670, -0.545, -0.392, 0.029, -0.743, 0.283, 0.083, 0.412, 0.240, 0.204, 0.393],
  "homo_energy_ev": -8.410,
  "e_above_lowest_kj_mol": 236.6,
  "smiles": "O=CNC(=O)/C=C\\NI",
  "homo_lumo_gap_ev": 8.1
}

=====

No. 10
{
  "formula": "C4H5IN2S",
  "method": "the ωB97M-V functional and the def2-TZVPD basis",
  "elements": ["C", "C", "C", "C", "N", "N", "S", "I", "H", "H", "H", "H", "H"],
  "coordinates": [[-0.466, -0.622, 0.107], [1.672, -0.220, -0.702], [0.293, 1.608, -0.054], [-1.470, -1.693, 0.062], [-0.701, 0.641, 0.159], [1.484, 1.079, -0.414], [0.073, 3.233, 0.259], [3.465, -0.959, 0.175], [-1.302, -2.411, -0.872], [-2.507, -1.243, 0.091], [-1.201, -2.173, 1.103], [-1.557, 1.053, 0.204], [2.217, 1.707, -0.119]],
  "nbo_charge": [0.324, -0.071, 0.232, -0.742, -0.575, -0.672, -0.179, 0.078, 0.288, 0.202, 0.274, 0.402, 0.439],
  "homo_energy_ev": -7.252,
  "e_above_lowest_kj_mol": 404.4,
  "homo_lumo_gap_ev": 6.6
}

=====

No. 11
{
  "formula": "C4H5IN3O",
  "method": "the ωB97M-V functional and the def2-TZVPD basis",
  "elements": ["O", "C", "I", "C", "N", "C", "N", "N", "C", "H", "H", "H", "H", "H"],
  "coordinates": [[2.425, -1.591, 0.388], [2.030, -0.564, -0.045], [2.565, 0.177, -1.950], [1.122, 0.370, 0.761], [-0.236, 0.247, 0.232], [-1.114, 1.261, -0.075], [-2.256, 0.800, -0.475], [-2.067, -0.546, -0.496], [-0.875, -0.891, -0.074], [1.152, 0.073, 1.813], [1.430, 1.409, 0.643], [-0.883, 2.310, 0.058], [-2.812, -1.161, -0.800], [-0.480, -1.894, 0.022]],
  "nbo_charge": [-0.451, 0.404, 0.146, -0.333, -0.306, 0.208, -0.175, -0.289, 0.268, 0.263, 0.264, 0.259, 0.463, 0.279],
  "homo_energy_ev": -13.729,
  "e_above_lowest_kj_mol": 0.0,
  "smiles": "O=C(I)Cn1cn[nH+]c1",
  "charge": 1,
  "homo_lumo_gap_ev": 9.7
}

=====

No. 12
{
  "formula": "C4H5KO3",
  "method": "the ωB97M-V functional and the def2-TZVPD basis",
  "elements": ["O", "C", "C", "H", "H", "C", "O", "K", "O", "C", "H", "H", "H"],
  "coordinates": [[-0.588, -1.745, -0.945], [0.076, -2.280, -0.108], [0.533, -2.549, 1.109], [1.445, -3.144, 1.187], [-0.178, -2.487, 1.937], [-0.458, 0.776, -1.186], [0.385, 1.194, -0.430], [1.706, 0.136, 1.933], [-0.802, 1.173, -2.349], [0.197, 1.799, -3.203], [0.363, 2.824, -2.857], [1.120, 1.209, -3.175], [-0.233, 1.794, -4.207]],
  "nbo_charge": [-0.415, 0.740, -0.874, 0.273, 0.286, 0.808, -0.671, 0.989, -0.490, -0.276, 0.208, 0.197, 0.224],
  "homo_energy_ev": [-12.051, -13.578],
  "multiplicity": 2,
  "e_above_lowest_kj_mol": 42.6,
  "charge": 1,
  "homo_lumo_gap_ev": [8.2, 9.6]
}